The following is a DFT calculation (ωB97M-V with the def2-TZVPD basis set) of C29H31IrN6OS as an isolated structure in a non-equilibrium geometry.

Last column: natural (NBO) charge in e.
Positions of all 69 atoms, in Å:
Ir 1.02525 -1.35296 -0.37688  1.13
N -0.99598 -3.06744 4.17891  -0.62
C 0.21364 -3.36754 3.67853  0.22
C 1.24681 -3.66043 4.60209  -0.21
C 2.46200 -4.10876 4.17489  -0.17
C 2.68229 -4.37148 2.79805  -0.07
C 1.72220 -4.04482 1.86887  -0.28
C 0.45928 -3.54019 2.23853  0.15
C -0.72463 -3.23445 1.26994  -0.05
C -1.91114 -3.91938 1.53082  -0.25
C -2.95821 -3.79344 0.63587  -0.21
C -2.84911 -3.08806 -0.54395  -0.17
C -1.60307 -2.51298 -0.86412  -0.27
C -0.53587 -2.48573 0.06169  -0.38
H -1.25915 -3.37296 5.13832  0.45
H -1.67443 -2.70936 3.49633  0.44
H 1.07817 -3.39003 5.64706  0.24
H 3.20647 -4.25464 4.91592  0.25
H 3.66716 -4.68641 2.53156  0.23
H 1.82639 -4.29210 0.83381  0.24
H -2.05511 -4.54573 2.38126  0.23
H -3.88202 -4.37261 0.81903  0.24
H -3.71625 -3.01918 -1.24001  0.24
H -1.49477 -2.04361 -1.86638  0.22
C 4.74135 -2.66933 0.73147  -0.82
S 4.26544 -1.23108 -0.25646  1.24
C 5.48291 -0.04122 0.29630  -0.80
O 2.88966 -0.83823 0.39743  -1.00
H 4.75260 -2.37481 1.82066  0.25
H 5.72546 -3.05601 0.54111  0.27
H 4.04154 -3.48187 0.59972  0.24
H 6.49744 -0.37890 -0.09433  0.28
H 5.46523 0.06508 1.36851  0.25
H 5.19182 0.88546 -0.17009  0.26
C 3.06064 -2.01548 -5.47488  -0.40
N 2.13543 -1.03942 -4.85327  -0.44
C 1.23409 -0.24480 -5.73873  -0.39
C 1.98843 -1.08858 -3.56554  0.61
N 1.96334 -1.15081 -2.37826  -0.62
H 3.81918 -1.50576 -6.04276  0.23
H 2.49040 -2.72444 -6.06371  0.22
H 3.57574 -2.61411 -4.68781  0.23
H 1.82012 0.51015 -6.24690  0.23
H 0.48412 0.27024 -5.15392  0.22
H 0.75000 -0.90584 -6.45372  0.23
N -3.76566 4.34550 0.15676  -0.51
C -4.27494 5.56567 0.27085  0.28
C -5.60416 6.12134 0.20357  -0.23
C -5.69227 7.45281 0.36475  -0.12
C -4.44268 8.26053 0.55154  0.01
C -3.17395 7.70498 0.58522  -0.22
C -3.03972 6.36325 0.34230  0.19
N -1.90269 5.54899 0.17894  -0.39
C -2.36140 4.36208 0.08663  0.41
C -1.56108 3.06652 -0.06400  0.03
C -0.17816 3.04543 -0.03568  -0.20
C 0.59286 1.90456 -0.15121  0.06
N -0.00395 0.71592 -0.20857  -0.46
C -1.33302 0.70838 -0.22688  0.04
C -2.12946 1.82591 -0.21054  -0.22
H -4.41720 3.55754 0.15257  0.44
H -6.41225 5.41123 0.12918  0.26
H -6.67308 7.87493 0.42755  0.27
H -4.59093 9.31287 0.82822  0.26
H -2.23097 8.20920 0.82310  0.28
H 0.30246 3.99857 0.07584  0.25
H 1.64586 2.00159 -0.09906  0.23
H -1.83961 -0.24276 -0.33094  0.24
H -3.21892 1.74904 -0.33514  0.22

* multiplicity: 6
* expectation value of S²: 8.81
* highest occupied orbital energy (spin up / spin down): -14.6 / -15.0 eV
* net charge: +3
* HOMO-LUMO gap (spin up / spin down): 6.944 / 4.386 eV